The following is a DFT calculation (ωB97M-V with the def2-TZVPD basis set) of a structure of composition C33H27N3OPPtSe.

```
67
Properties=species:S:1:pos:R:3:forces:R:3
H -6.3798 0.5396 -2.2782 -0.017 0.008 -0.053
C 3.0378 4.0322 3.8163 0.001 -0.011 -0.008
C 0.4144 -3.7020 -0.6254 -0.047 0.027 0.007
C -3.1457 -0.0023 4.4412 -0.033 -0.007 -0.008
H 0.1471 -2.4190 -3.5685 0.014 -0.005 0.012
H 0.0404 -5.7790 -0.2676 -0.029 -0.035 0.027
C 3.0971 0.3768 -1.9959 -0.028 0.024 -0.042
Pt -0.7906 0.8162 0.8685 -0.023 -0.313 0.326
H -3.3425 -0.2966 5.4542 -0.011 -0.007 0.071
H -1.4371 0.7583 -5.9414 -0.014 0.009 -0.028
C 2.9450 -0.0005 0.3799 -0.049 -0.121 0.015
C -3.5573 0.3738 2.3002 -0.009 0.101 0.028
O -2.7116 1.7884 -0.0926 -0.167 -0.029 -0.206
C -0.2129 0.8643 -2.7940 0.052 0.048 0.101
C 3.1409 2.9423 4.6673 0.014 -0.012 0.017
C 4.2929 1.0526 -1.8071 0.027 0.009 0.033
C -0.1067 -1.3730 -3.6777 -0.009 -0.090 0.020
C -4.3034 0.4328 1.0525 -0.030 -0.068 -0.088
C -4.5806 1.1473 -1.3199 -0.045 -0.012 0.054
C 0.1288 -0.4794 -2.6382 -0.039 0.006 -0.022
H -4.1497 1.6607 -2.1671 -0.003 0.039 -0.038
Se 0.6195 2.7048 0.7324 -0.113 0.329 0.105
H -1.0279 2.3505 -4.0928 -0.014 0.054 -0.009
C 0.6793 -5.0566 -0.7545 0.005 0.000 -0.010
P 0.8595 -1.0228 -1.0844 0.092 -0.190 0.089
C -0.7749 1.3064 -3.9767 -0.021 -0.003 -0.036
C 1.7516 1.6523 3.1884 -0.088 -0.124 -0.023
N -2.2938 0.7215 2.5212 -0.050 -0.011 -0.251
H -1.0661 0.7029 4.2679 0.071 -0.010 0.010
C 4.1347 0.6781 0.5652 0.060 0.020 -0.002
H -0.4234 -3.3567 -0.0350 -0.024 0.013 0.014
H 5.7350 1.7425 -0.3826 0.032 0.016 0.003
C 2.2950 3.9375 2.6492 0.021 0.009 -0.004
C -5.7935 0.5320 -1.3715 0.112 0.048 -0.002
H -7.2533 -0.6010 -0.2614 -0.040 -0.023 0.004
H 2.9908 -2.4838 -2.4680 0.020 0.037 -0.012
H 2.2231 4.7859 1.9813 -0.018 0.016 -0.007
C 1.7646 -5.4818 -1.5041 0.028 -0.014 -0.013
C -6.2878 -0.1181 -0.2273 -0.020 -0.001 -0.014
H 2.5930 0.8959 5.0035 0.001 -0.041 0.030
N -0.1348 -0.8168 0.1664 0.072 -0.054 -0.267
H -5.0448 -0.3759 3.6000 0.001 0.036 -0.005
H -5.9798 -0.6937 1.7856 0.012 -0.033 0.021
C 2.5935 -4.5554 -2.1239 -0.030 -0.052 0.014
C -3.7865 1.1485 -0.1119 0.007 0.144 0.071
C -0.6710 -0.9261 -4.8635 -0.025 0.040 -0.023
C -1.0032 0.4108 -5.0139 -0.001 -0.025 -0.010
H 1.2596 0.7202 2.9255 0.010 0.093 0.057
H 1.9722 -6.5384 -1.6007 0.005 -0.030 -0.008
H 2.6896 0.2762 -2.9935 -0.026 0.000 -0.027
H 4.8167 1.4653 -2.6571 0.023 0.020 -0.037
H 2.4118 -0.4086 1.2303 0.009 0.007 -0.030
H -0.0322 1.5683 -1.9909 0.012 -0.006 0.011
C 2.4196 -0.1508 -0.9017 -0.011 0.080 0.002
C 4.8074 1.2067 -0.5287 0.003 -0.004 -0.007
H -0.8473 -1.6244 -5.6689 -0.009 -0.027 -0.034
C 2.5024 1.7508 4.3478 0.024 0.022 0.017
N -4.0966 -0.0723 3.4620 0.047 0.020 0.092
C 1.6390 2.7499 2.3412 0.083 -0.056 -0.091
H 4.5349 0.8015 1.5619 0.006 0.015 0.045
H 3.5375 4.9595 4.0587 0.018 0.030 0.006
C -2.0279 0.4882 3.8400 -0.007 0.060 0.012
H 3.4436 -4.8885 -2.7009 0.048 -0.017 -0.029
C 2.3341 -3.2029 -1.9951 0.050 0.066 -0.016
C -5.5502 -0.1608 0.9483 0.068 -0.027 0.055
C 1.2391 -2.7723 -1.2501 -0.013 0.013 0.070
H 3.7215 3.0182 5.5762 0.014 0.000 0.017
```
Forces are in eV/Å.

Results
Calculated total energy, Ha: -4375.050184
Energy above the lowest of the compared OMol25 structures with the same formula, charge and spin, kJ/mol: 16.3
Lowest unoccupied orbital energy (spin up / spin down), eV: -2.43 / -5.32
Charge: +1
2S+1: 5
E_HOMO (spin up / spin down), eV: -10.02 / -10.51
Orbital gap (spin up / spin down), eV: 7.58 / 5.19

Atom charges from the Löwdin analysis, given in e for atoms 1 to 6: 0.118, -0.073, -0.078, -0.042, 0.105, 0.108